No. 1
A structure of composition C17H30AgNO11S at a distorted geometry. Source: the OMol25 dataset; level of theory: wB97M-V/def2-TZVPD.

CARTESIAN COORDINATES (ANGSTROEM)
Ag1 2.51 -1.30 -2.00
C1 1.60 -3.71 4.68
C2 0.66 -3.41 3.48
C3 -0.89 -3.68 3.75
C4 -1.72 -2.45 4.36
C5 -1.33 -1.14 3.79
C6 0.12 -0.84 3.60
N1 0.80 -1.98 2.90
O1 2.17 -1.69 2.57
C7 0.65 -0.52 5.03
C8 0.24 0.45 2.77
C9 1.01 -4.41 2.42
H1 1.34 -4.68 5.11
H2 1.34 -2.98 5.45
H3 2.67 -3.67 4.48
H4 -1.07 -4.50 4.45
H5 -1.47 -4.09 2.93
H6 -1.44 -2.48 5.41
H7 -2.74 -2.82 4.24
H8 -1.91 -0.38 4.31
H9 -1.75 -0.97 2.80
H10 0.24 -1.11 5.85
H11 0.34 0.51 5.26
H12 1.72 -0.40 5.21
H13 -0.28 0.44 1.81
H14 1.28 0.78 2.66
H15 -0.23 1.22 3.37
H16 2.06 -4.45 2.11
H17 0.37 -4.33 1.55
H18 0.84 -5.42 2.80
S1 3.94 -3.99 -5.66
O2 2.99 -4.42 -4.64
O3 5.15 -4.78 -5.53
O4 3.38 -4.14 -7.01
O5 4.17 -2.62 -5.27
C10 -8.14 0.47 -1.70
C11 -6.84 -0.35 -1.17
C12 -6.98 -1.79 -1.76
O6 -5.51 -2.06 -1.94
C13 -4.77 -1.01 -2.14
O7 -3.55 -0.91 -2.18
O8 -5.62 0.02 -1.90
H19 -9.05 0.06 -1.25
H20 -8.02 0.26 -2.76
H21 -8.17 1.52 -1.41
H22 -6.74 -0.34 -0.09
H23 -7.52 -2.06 -2.66
H24 -7.25 -2.40 -0.89
C14 4.27 8.70 -4.33
C15 4.69 7.32 -5.00
C16 5.85 6.65 -4.31
O9 5.25 5.40 -3.92
C17 3.94 5.30 -4.03
O10 3.21 4.44 -3.59
O11 3.57 6.43 -4.73
H25 3.39 8.57 -3.71
H26 4.00 9.43 -5.09
H27 5.20 9.07 -3.89
H28 5.01 7.44 -6.03
H29 6.33 7.24 -3.53
H30 6.66 6.60 -5.04

Calculated values
E_HOMO (spin up / spin down)   -2.72 / -2.53 eV
DFT total energy   -56954.1541 eV
LUMO energy (spin up / spin down)   0.50 / 0.37 eV
2S+1   2
Relative energy (zero: lowest compared OMol25 entry of this formula, charge and spin)   4.570 eV
Charge   -1
Gap between HOMO and LUMO (spin up / spin down)   0.118 / 0.107 Eh

Atom charges from the Löwdin analysis, given in e for atoms 1 to 8: 0.437, -0.023, -0.452, -0.102, -0.164, -0.202, -0.499, -0.012

No. 2
A structure of composition C17H30AuClN4. Source: the OMol25 dataset; level of theory: wB97M-V/def2-TZVPD.

CARTESIAN COORDINATES (ANGSTROEM)
Au1 -0.30 0.32 -0.22
C1 -0.11 1.65 -3.16
C2 -1.57 1.50 -2.71
N1 -1.67 1.65 -1.23
C3 -3.03 1.45 -0.65
C4 -3.21 0.05 -0.10
N2 -2.21 -0.21 0.96
C5 -2.17 -1.62 1.43
C6 -1.22 -2.52 0.64
C7 0.26 -2.43 1.01
N3 0.99 -1.22 0.51
C8 1.97 -1.47 -0.58
C9 1.29 -1.71 -1.92
N4 0.34 -0.62 -2.23
C10 0.73 0.37 -3.25
H1 0.38 2.37 -2.49
H2 -0.10 2.13 -4.15
H3 -1.99 0.53 -2.98
H4 -2.20 2.26 -3.18
H5 -1.37 2.60 -1.01
H6 -3.80 1.67 -1.40
H7 -3.16 2.18 0.15
H8 -3.08 -0.70 -0.88
H9 -4.23 -0.06 0.29
H10 -2.40 0.40 1.75
H11 -3.18 -2.03 1.39
H12 -1.88 -1.61 2.48
H13 -1.37 -2.40 -0.43
H14 -1.52 -3.55 0.86
H15 0.78 -3.31 0.64
H16 0.36 -2.44 2.10
H17 1.51 -0.82 1.29
H18 2.60 -2.32 -0.32
H19 2.61 -0.58 -0.64
H20 0.74 -2.65 -1.89
H21 2.04 -1.81 -2.70
H22 -0.53 -1.05 -2.54
H23 0.64 -0.08 -4.24
H24 1.78 0.61 -3.10
Cl1 3.94 -1.33 4.00
C11 2.98 -0.16 3.19
C12 1.69 0.12 3.65
C13 0.91 1.05 2.99
C14 1.40 1.74 1.85
C15 0.59 2.64 1.14
C16 2.73 1.47 1.44
C17 3.51 0.54 2.10
H25 1.32 -0.39 4.53
H26 -0.08 1.28 3.36
H27 1.00 3.23 0.34
H28 -0.38 2.93 1.54
H29 3.15 2.02 0.61
H30 4.53 0.36 1.79

Calculated values
E_HOMO (spin up / spin down)   -13.34 / -15.21 eV
DFT total energy   -40275.0510 eV
LUMO energy (spin up / spin down)   -5.00 / -8.00 eV
2S+1   3
Charge   +2
Gap between HOMO and LUMO (spin up / spin down)   0.307 / 0.265 Eh

Atom charges from the Löwdin analysis, given in e for atoms 1 to 8: 1.133, -0.150, -0.179, -0.161, -0.158, -0.192, -0.126, -0.178